(w)
DFT (the ωB97M-V functional and the def2-TZVPD basis) results for C5H7N5 in the gas phase.

Positions of all 17 atoms, in Å:
C -1.380 2.026 0.941
C -1.256 1.516 -0.156
C 1.298 -0.569 0.765
C -1.318 0.583 -1.196
C -0.535 -0.741 -0.614
N 3.226 -0.025 -0.106
N 2.672 -0.225 0.927
N 3.499 -0.004 -1.178
N 0.825 -0.404 -0.385
N -1.166 -1.284 0.527
H -1.228 2.692 1.673
H 0.918 -0.766 1.777
H -0.530 0.707 -1.989
H -2.328 0.368 -1.686
H -0.442 -1.388 -1.478
H -1.687 -0.559 1.129
H -0.569 -1.928 1.048

Spin multiplicity = 1
Orbital gap = 10.053 eV
Highest occupied orbital energy = -9.33 eV
Net charge = 0

Here are the Mulliken charges for atoms 1 to 5, given in e:
1 C -0.25
2 C -0.31
3 C 0.12
4 C -0.40
5 C -0.19

(x)
DFT (the ωB97M-V functional and the def2-TZVPD basis) results for C5H7N5 in the gas phase.

Positions of all 17 atoms, in Å:
C -0.867 0.048 1.086
C 0.392 2.009 0.663
C 0.573 0.202 -0.996
C 0.539 -1.850 -1.719
C -0.327 -0.542 -0.152
H -1.726 -1.730 1.661
H -1.939 -0.409 2.813
H 1.285 2.162 1.273
H 0.071 3.044 0.697
H 1.340 2.156 -1.225
H 0.059 -2.243 -2.600
H 1.374 -2.551 -1.650
N -1.614 -0.765 1.903
N -0.589 1.287 1.437
N 0.706 1.533 -0.740
N 1.130 -0.538 -1.915
N -0.409 -1.812 -0.537

Spin multiplicity = 1
Orbital gap = 8.708 eV
Highest occupied orbital energy = -8.73 eV
SMILES = NC1=NCNC2=NCN=C12
Net charge = 0

Here are the Mulliken charges for atoms 1 to 5, given in e:
1 C 0.18
2 C -0.50
3 C 0.50
4 C -0.47
5 C 0.95

Most stable of them? (x).

(w)
DFT (the ωB97M-V functional and the def2-TZVPD basis) results for 5 unconnected molecules or ions with the total composition C5H17O7.

Positions of all 29 atoms, in Å:
O -1.417 -0.323 2.132
C -1.717 0.273 1.101
O -2.418 -0.175 0.119
C -1.115 1.686 0.890
C 0.427 1.543 0.955
C 1.018 0.457 0.069
C 2.408 0.759 -0.353
O 3.089 -0.370 -0.936
H -1.344 2.168 -0.051
H -1.396 2.244 1.789
H 0.932 2.513 0.868
H 0.633 1.394 2.016
H 0.374 0.431 -0.811
H 0.970 -0.534 0.551
H 2.477 1.538 -1.141
H 3.025 1.175 0.458
H 2.387 -0.942 -1.273
H -1.995 -0.846 -1.020
H -2.639 -1.055 -2.404
O -1.794 -1.230 -1.971
H 0.767 -2.723 -3.044
H -0.339 -2.378 -2.061
O 0.627 -2.505 -2.118
H -0.040 -0.250 3.943
H 1.255 0.599 4.021
O 0.575 0.166 4.557
H 0.472 -0.167 -3.415
H -0.851 0.164 -2.861
O -0.120 0.588 -3.359

Spin multiplicity = 1
Orbital gap = 8.851 eV
Highest occupied orbital energy = -5.66 eV
Net charge = -1

Here are the Mulliken charges for atoms 1 to 5, given in e:
1 O -0.62
2 C 0.39
3 O -0.82
4 C -0.62
5 C -0.61

(x)
DFT (the ωB97M-V functional and the def2-TZVPD basis) results for 6 unconnected molecules or ions with the total composition C5H17O7.

Positions of all 29 atoms, in Å:
O -1.764 -1.494 -1.257
C -1.746 -0.867 -0.172
O -1.757 -1.476 0.943
C -1.742 0.679 -0.173
C -1.364 1.216 -1.544
C -0.863 2.652 -1.349
C 0.350 3.051 -1.707
H -1.026 0.987 0.565
H -2.771 1.007 0.087
H -2.170 1.368 -2.269
H -0.622 0.523 -1.965
H -1.624 3.325 -0.934
H 1.050 2.409 -2.225
H 0.777 4.015 -1.505
H -0.788 -3.746 -0.295
H -1.757 -3.270 0.764
O -1.014 -3.915 0.632
H 0.017 -0.779 1.643
H 1.410 -0.881 2.422
O 0.863 -0.342 1.835
H 2.041 -3.596 1.638
H 0.596 -3.734 1.390
O 1.209 -3.417 2.100
H 3.164 0.695 -0.578
H 2.141 -0.363 -0.446
O 2.769 -0.021 -1.099
H 1.232 2.609 0.723
H 1.525 1.242 1.518
O 1.861 2.123 1.258

Spin multiplicity = 1
Orbital gap = 8.553 eV
Highest occupied orbital energy = -5.24 eV
Net charge = -1

Here are the Mulliken charges for atoms 1 to 5, given in e:
1 O -0.75
2 C 0.47
3 O -0.89
4 C -0.41
5 C -0.35

Most stable of them? (w).

(w)
DFT (the ωB97M-V functional and the def2-TZVPD basis) results for C8H11NO in the gas phase.

Positions of all 21 atoms, in Å:
C -0.130 1.860 -0.874
C -0.364 0.474 -0.286
C -1.823 0.097 -0.333
N -2.647 -0.016 0.635
C 0.600 -0.666 -0.702
C 1.724 -0.155 0.256
C 1.908 -1.543 0.890
C 0.396 -1.433 0.646
C 0.377 0.090 1.013
H 0.935 2.122 -0.836
H -0.454 1.901 -1.923
H -0.690 2.621 -0.312
H 0.737 -1.111 -1.697
H 2.484 0.601 0.022
H 2.452 -2.290 0.293
H 2.237 -1.565 1.940
H -0.399 -2.158 0.863
H 0.269 0.519 2.018
O -2.309 0.011 -1.577
H -2.168 0.069 1.529
H -3.135 0.570 -1.567

Spin multiplicity = 1
Orbital gap = 10.828 eV
Highest occupied orbital energy = -9.98 eV
Net charge = 0

Here are the Mulliken charges for atoms 1 to 5, given in e:
1 C -1.61
2 C 1.63
3 C 0.08
4 N -0.78
5 C -0.61

(x)
DFT (the ωB97M-V functional and the def2-TZVPD basis) results for 2 unconnected molecules or ions with the total composition C8H11NO.

Positions of all 21 atoms, in Å:
C -0.520 1.724 0.016
C -3.173 -0.403 -0.425
C 1.188 -0.421 -1.401
C 2.019 0.790 -1.137
C 1.293 0.113 0.003
C -2.682 -1.612 -0.346
C -0.296 0.466 2.065
C 0.144 0.800 0.682
N -1.185 2.658 -0.375
O -3.781 0.627 -0.485
H 0.325 -0.156 -1.848
H 1.759 -1.268 -1.612
H 3.025 0.781 -1.225
H 1.750 1.817 -1.333
H 2.054 -0.516 0.496
H -2.003 2.599 -0.887
H -3.283 -2.407 0.072
H -1.623 -1.971 -0.240
H 0.542 0.304 2.606
H -0.753 1.290 2.397
H -0.935 -0.314 1.982

Spin multiplicity = 1
Orbital gap = 8.492 eV
Highest occupied orbital energy = -7.90 eV
SMILES = CC(=C=N)C1CC1.C=C=O
Net charge = 0

Here are the Mulliken charges for atoms 1 to 5, given in e:
1 C 0.21
2 C 0.86
3 C -0.67
4 C -0.82
5 C -0.01

Most stable of them? (w).

(w)
DFT (the ωB97M-V functional and the def2-TZVPD basis) results for a molecular structure, C10H10.

Positions of all 20 atoms, in Å:
C -1.673 3.006 1.400
C -1.983 1.782 1.522
C -1.005 0.709 0.734
C -0.770 0.807 -0.513
C 0.084 -0.163 -1.121
C 0.714 -1.233 -0.338
C 1.637 -2.174 -1.015
C 2.404 -1.997 -1.992
C 0.330 -1.215 0.974
C -0.355 -0.250 1.561
H -0.849 3.375 0.863
H -2.369 3.827 1.539
H -2.817 1.465 1.540
H -1.085 1.454 -1.307
H 0.452 0.131 -2.239
H 1.708 -3.207 -0.287
H 3.100 -2.807 -2.847
H 2.354 -1.077 -2.591
H 0.958 -2.146 1.619
H -0.836 -0.286 2.498

Spin multiplicity = 1
Orbital gap = 9.433 eV
Highest occupied orbital energy = -8.77 eV
Net charge = 0

Here are the Mulliken charges for atoms 1 to 5, given in e:
1 C -0.64
2 C -0.74
3 C 0.45
4 C -0.49
5 C -0.24

(x)
DFT (the ωB97M-V functional and the def2-TZVPD basis) results for C10H10 in the gas phase.

Positions of all 20 atoms, in Å:
C 0.105 -1.000 0.105
C -1.172 -0.368 -0.159
C 1.203 -1.485 0.244
C -2.074 0.371 -0.232
C 3.379 -2.602 -0.564
C 3.923 -1.499 0.268
C -3.114 2.818 -0.724
C -3.140 2.469 0.722
C 2.493 -2.002 0.537
C -3.276 1.337 -0.242
H 3.046 -2.294 -1.621
H 3.953 -3.508 -0.368
H 4.693 -1.685 1.008
H 4.056 -0.524 -0.263
H -4.017 3.262 -1.022
H -2.146 3.128 -1.358
H -2.153 2.429 1.244
H -3.988 2.757 1.285
H 2.519 -2.575 1.507
H -4.290 0.969 -0.366

Spin multiplicity = 1
Orbital gap = 9.805 eV
Highest occupied orbital energy = -8.78 eV
SMILES = C(C#CC1CC1)#CC1CC1
Net charge = 0

Here are the Mulliken charges for atoms 1 to 5, given in e:
1 C 0.25
2 C 0.67
3 C -0.35
4 C -0.63
5 C -0.53

Most stable of them? (x).